A single C18H19NO4S molecule at a distorted geometry, computed with ωB97M-V/def2-TZVPD.

XYZ file:
```
43
Properties=species:S:1:pos:R:3:nbo_charge:R:1
S 3.867 0.150 -0.255 2.31
O 4.879 -0.578 0.445 -0.93
O -1.881 2.920 -1.286 -0.48
O -2.909 2.824 0.710 -0.56
O 4.158 0.679 -1.549 -0.92
N 3.460 1.437 0.797 -0.83
C -1.793 -1.992 -0.026 -0.07
C -1.860 -3.486 0.320 -0.60
C 2.154 1.895 0.728 0.19
C 0.005 2.284 1.770 -0.13
C -0.518 2.516 0.507 -0.23
C 1.637 2.204 -0.534 -0.29
C 0.198 -1.088 -1.350 -0.18
C -1.899 2.772 0.065 0.77
C 0.512 -1.692 0.939 -0.21
C -0.336 -1.583 -0.164 0.03
C -0.566 2.797 -1.807 -0.11
C -2.434 -1.164 1.097 -0.60
C -2.597 -1.755 -1.307 -0.61
C 2.306 -0.716 -0.292 -0.35
C 1.347 1.974 1.869 -0.26
C 1.510 -0.649 -1.415 -0.18
C 0.298 2.501 -0.623 0.09
C 1.821 -1.255 0.884 -0.18
H -0.631 2.322 2.639 0.24
H -2.385 -0.102 0.867 0.22
H -0.556 1.992 -2.549 0.20
H -1.385 -4.076 -0.461 0.21
H -3.481 -1.439 1.205 0.21
H 0.144 -2.104 1.865 0.22
H 2.287 2.172 -1.392 0.25
H -0.410 -1.019 -2.236 0.22
H -2.209 -2.345 -2.134 0.21
H 1.783 1.761 2.833 0.22
H -0.294 3.734 -2.304 0.21
H -1.941 -1.329 2.051 0.20
H -2.595 -0.702 -1.580 0.21
H -1.361 -3.700 1.261 0.21
H -3.630 -2.052 -1.141 0.22
H 2.472 -1.323 1.742 0.23
H 1.924 -0.244 -2.325 0.24
H -2.898 -3.800 0.406 0.21
H 3.808 1.260 1.729 0.41
```

## Properties
- DFT total energy: -39490.118 eV
- HOMO-LUMO gap: 9.4 eV
- Total charge: 0
- 2S+1: 1
- HOMO: -9.3 eV
- ΔE to the lowest compared entry with this formula, charge and spin: 0.723 eV

=====

A molecular structure, C18H20AuN3O2S at a distorted geometry, computed with ωB97M-V/def2-TZVPD.

XYZ file:
```
45
Properties=species:S:1:pos:R:3:nbo_charge:R:1
Au 0.691 -0.979 -0.689 1.14
S -2.666 -1.171 -0.936 1.21
O -1.271 -1.814 -1.021 -1.06
O -0.637 0.907 -0.111 -0.64
N 1.168 1.385 1.216 -0.16
N 2.741 -1.545 -0.800 -0.46
N 1.799 0.397 0.692 -0.13
C -1.592 5.484 1.679 -0.11
C 4.503 -2.927 -1.598 -0.18
C 3.563 -1.034 0.150 0.11
C -0.044 3.705 2.114 -0.07
C -0.560 4.943 2.439 -0.23
C 3.041 0.067 0.946 0.34
C -1.621 3.544 0.263 -0.13
C -0.057 1.688 0.657 0.64
C -4.666 -2.569 -2.088 -0.42
C -3.623 -2.348 0.087 -0.57
C 5.337 -2.462 -0.597 -0.11
C -4.214 -3.370 -0.873 -0.42
C 3.866 0.810 1.935 -0.69
C -2.123 4.783 0.593 -0.20
C 3.196 -2.455 -1.651 0.08
C -3.471 -1.716 -2.495 -0.57
C 4.863 -1.501 0.285 -0.16
C -0.583 2.992 1.027 -0.21
H -2.004 2.994 -0.585 0.23
H 3.395 1.757 2.181 0.27
H -5.512 -1.933 -1.823 0.22
H -3.732 -0.838 -3.081 0.26
H -2.922 5.213 0.007 0.24
H -5.041 -3.907 -0.410 0.25
H -4.388 -1.756 0.592 0.25
H 0.754 3.272 2.699 0.22
H -0.153 5.497 3.273 0.24
H 3.949 0.217 2.852 0.29
H -2.937 -2.759 0.826 0.26
H -4.979 -3.212 -2.909 0.25
H 6.348 -2.835 -0.510 0.27
H 4.848 -3.648 -2.325 0.27
H 4.871 0.992 1.559 0.26
H -2.700 -2.289 -3.010 0.25
H -1.981 6.462 1.926 0.24
H 5.500 -1.119 1.071 0.26
H -3.456 -4.101 -1.160 0.22
H 2.499 -2.819 -2.394 0.24
```

## Properties
- DFT total energy: -42064.566 eV
- HOMO-LUMO gap (alpha / beta): 4.6 / 4.6 eV
- Total charge: +2
- 2S+1: 1
- HOMO (alpha / beta): -14.7 / -14.7 eV
- ΔE to the lowest compared entry with this formula, charge and spin: 0.000 eV

=====

A molecular structure, C18H20B2Ba2Br10O16 at a distorted geometry, computed with ωB97M-V/def2-TZVPD.

XYZ file:
```
68
Properties=species:S:1:pos:R:3:mulliken_charge:R:1
Ba -7.662 -7.743 9.986 1.86
Ba -18.016 -4.534 10.490 1.86
Br -13.821 0.052 10.318 -0.19
Br -10.426 -4.918 6.328 -0.21
Br -15.169 -5.065 5.877 -0.17
Br -16.841 -1.879 7.032 -0.20
Br -11.393 -8.343 14.499 -0.16
Br -9.535 1.647 9.528 -0.12
Br -10.276 1.615 14.278 -0.16
Br -13.741 1.367 6.261 -0.14
Br -14.878 -7.482 13.671 -0.18
Br -12.053 -2.720 14.824 -0.20
O -9.967 -7.685 8.511 -0.66
O -11.342 -2.677 11.348 -0.25
O -13.360 -4.091 11.858 0.47
O -10.326 -8.264 11.269 -0.66
O -14.118 -7.048 9.561 0.26
O -15.695 -4.282 11.886 -0.77
O -14.327 -9.260 9.143 -0.57
O -16.331 -6.639 10.197 -0.33
O -13.176 -3.267 9.746 -0.27
O -9.071 -2.380 11.193 -0.57
O -15.397 -3.323 9.185 -0.53
O -12.584 -8.370 10.751 -0.22
O -11.512 -4.863 10.453 0.37
O -9.189 -5.256 10.066 -0.50
O -12.294 -8.089 8.410 -0.27
O -16.553 -9.414 9.497 -0.56
C -14.620 -4.003 11.389 0.40
C -11.117 -7.896 8.991 0.67
C -12.279 -5.142 5.599 -0.64
C -11.293 -8.199 10.506 0.61
C -14.449 -3.571 9.952 0.50
C -12.245 -6.591 14.111 0.04
C -12.047 0.300 9.488 0.03
C -15.507 -8.834 9.442 0.28
C -14.854 -0.234 5.961 -0.40
C -13.341 -4.994 6.690 0.53
C -16.130 -0.068 6.744 -0.54
C -10.075 -3.032 10.961 0.33
C -10.187 -4.521 10.400 0.13
C -11.105 0.046 15.107 -0.57
C -11.219 -1.041 14.071 -0.40
C -15.371 -7.372 9.850 0.09
C -11.127 1.069 10.444 -0.37
C -13.608 -6.355 14.698 -0.30
B -13.284 -8.242 9.451 0.55
B -12.319 -3.687 10.879 -0.21
H -15.093 -0.420 4.914 0.41
H -16.809 0.500 6.108 0.39
H -13.225 -5.860 7.341 -0.33
H -10.553 -0.220 16.009 0.43
H -14.295 -1.074 6.373 0.09
H -11.933 -0.705 13.318 0.13
H -13.186 -4.085 7.271 -0.03
H -12.416 -6.619 13.035 -0.31
H -13.908 -5.324 14.511 0.03
H -10.957 0.656 11.438 -0.04
H -12.336 -6.178 5.262 0.40
H -12.116 0.302 15.423 0.39
H -10.271 -1.268 13.583 0.39
H -11.611 2.014 10.691 0.46
H -15.930 0.430 7.693 0.37
H -11.544 -0.657 9.347 0.01
H -11.598 -5.790 14.469 0.36
H -13.790 -6.495 15.764 0.49
H -12.235 0.715 8.497 0.24
H -12.440 -4.458 4.765 0.49
```

## Properties
- DFT total energy: -754915.045 eV
- HOMO-LUMO gap: 6.8 eV
- Total charge: +2
- 2S+1: 1
- HOMO: -13.2 eV
- ΔE to the lowest compared entry with this formula, charge and spin: 2.765 eV

=====

A molecular structure, C18H20B2BeCl3F3MgN3Na2O20PS2 at a distorted geometry, computed with ωB97M-V/def2-TZVPD.

XYZ file:
```
76
Properties=species:S:1:pos:R:3:mulliken_charge:R:1
Cl -5.461 0.670 2.723 -0.07
Cl -3.345 2.479 -0.940 -0.53
Cl -7.129 -2.255 1.151 1.63
S 1.847 2.867 -1.828 -0.19
S 4.760 -5.395 -7.168 1.32
P 4.639 0.757 1.971 0.92
Mg 2.368 0.435 -1.330 0.19
Na -2.016 -3.248 -0.724 0.97
Na -1.297 -0.701 3.672 0.94
F 0.305 6.591 5.171 -0.34
F -1.889 6.814 4.578 -0.33
F 1.112 -3.116 1.955 -0.38
O 5.334 0.703 0.685 -0.70
O -7.873 -3.265 0.445 -0.68
O 2.336 -0.010 -4.940 -0.57
O 5.483 0.034 3.128 -0.52
O -0.761 4.800 4.042 -0.33
O 5.579 -5.044 -6.002 -0.47
O 4.224 -3.339 1.535 -0.55
O -6.742 0.735 -3.250 -0.35
O 5.558 -5.236 -8.386 -0.45
O -1.322 5.292 6.300 -0.40
O -7.695 -0.955 0.899 -0.63
O 4.458 2.299 2.432 -0.48
O -1.014 2.589 4.158 -0.68
O 3.590 -4.509 -7.212 -0.45
O -1.705 3.175 6.932 -0.62
O -7.149 -2.532 2.567 -0.66
O -0.550 2.151 -0.021 -0.30
O -5.748 -2.262 0.685 -0.65
O 4.312 -6.786 -7.073 -0.47
O -1.693 -2.313 0.920 -0.89
N 2.213 2.262 0.886 -0.24
N -1.552 0.043 0.490 0.78
N 4.288 -2.421 3.793 -0.55
C 0.715 0.351 0.970 2.83
C 1.714 -1.215 -6.893 -1.09
C 3.006 0.020 1.700 -0.22
C 1.403 -1.829 1.700 0.28
C 2.610 -0.895 -5.728 0.81
C 1.997 0.843 1.212 -1.22
C -1.041 3.695 4.664 0.69
C -2.735 0.266 1.422 -0.58
C -3.019 1.719 1.855 0.32
C 2.671 -1.348 1.915 0.34
C 3.856 -1.716 -5.577 -0.89
C -1.085 -1.261 0.865 -0.47
C -1.400 3.996 6.105 0.52
C -0.537 1.037 0.410 -0.87
C 0.379 -0.995 1.221 0.25
C -5.571 0.970 -3.651 0.01
C 2.273 2.474 -0.297 0.50
C -4.016 1.659 3.052 -0.77
B -0.911 5.934 5.018 0.48
B 3.772 -2.396 2.431 0.64
Be -5.161 3.169 -4.880 0.53
H -5.466 1.269 -4.815 0.16
H -3.534 2.292 1.002 -0.19
H -3.451 1.195 3.883 0.20
H 3.713 -3.005 4.401 0.25
H 4.876 -0.209 3.854 0.37
H -3.631 -0.102 0.900 0.06
H 1.364 -2.246 -6.821 0.31
H -2.610 -0.375 2.327 -0.13
H 5.178 -2.923 3.753 0.22
H 4.490 -1.596 -6.456 0.33
H 3.558 -3.402 0.835 0.33
H 3.594 -2.766 -5.448 0.23
H 4.409 -1.381 -4.699 0.25
H 4.306 2.252 3.394 0.36
H 2.255 -1.073 -7.829 0.33
H -2.139 2.236 2.265 0.45
H -4.307 2.670 3.351 0.49
H -4.839 0.126 -3.602 0.29
H 0.852 -0.548 -6.881 0.32
H -5.002 1.798 -3.173 -0.03
```

## Properties
- DFT total energy: -157105.657 eV
- HOMO-LUMO gap: 1.6 eV
- Total charge: 0
- 2S+1: 1
- HOMO: -7.5 eV

=====

Number 1 is which compound? C18H19NO4S